1.
Here is a molecular structure, C24H28BBe2Br5ClI2NO18PS2 in a non-equilibrium geometry from OMol25. Energies are from wB97M-V/def2-TZVPD.

Its net charge is +1. For the frontier orbital gap, the calculation gives 0.970 eV. The total energy is -17457.11248 Ha. The LUMO energy comes out at -0.30211 hartree. The strongest force on any atom comes out at 3.316 eV/Å.

```
85
Properties=species:S:1:pos:R:3:forces:R:3:lowdin_charge:R:1
C 1.828 -1.755 -0.977 0.35 0.55 0.06 0.16
C 0.793 -1.520 -0.429 -0.64 -0.73 -0.44 -0.01
C -0.580 -1.623 -0.026 0.43 0.55 0.10 -0.10
C -1.465 -0.607 -0.318 -0.61 0.57 0.46 -0.02
C -1.133 0.650 -1.076 -0.30 0.03 -0.29 -0.44
O -1.414 0.704 -2.237 0.27 -0.18 -0.50 0.17
O -0.593 1.659 -0.385 0.70 -0.73 0.30 0.06
C 0.322 2.429 -1.164 -0.21 1.05 -0.90 -0.13
C 1.541 1.583 -1.503 0.06 0.45 1.10 -0.77
O 2.228 1.182 -0.648 0.48 -0.58 -0.11 0.08
I 1.980 1.140 -3.576 0.10 -0.21 -0.20 0.80
C -2.787 -0.730 0.084 0.31 0.11 -0.76 -0.21
C -3.720 0.377 -0.206 0.05 -0.08 0.48 -0.28
C -3.692 1.453 0.657 0.50 0.84 0.95 -0.11
C -4.560 2.508 0.464 -0.07 0.51 0.23 -0.05
C -5.447 2.507 -0.591 0.07 -0.18 -0.03 -0.06
C -5.443 1.420 -1.442 -0.82 0.00 -0.88 -0.07
C -4.610 0.345 -1.264 0.43 -0.35 0.15 -0.04
C -3.175 -1.861 0.761 -0.94 0.09 0.68 -0.45
P -4.949 -1.958 1.279 -0.73 -0.67 -0.41 0.35
S -5.985 -3.133 0.137 0.14 0.05 -0.13 0.14
N -2.301 -2.838 1.036 -0.01 0.05 -0.10 -0.34
I -3.007 -4.513 2.023 0.03 -0.19 0.06 1.24
C -1.013 -2.750 0.662 0.60 -0.43 -0.30 -0.09
B 0.069 -3.903 0.951 0.53 -0.24 0.69 -0.68
O 0.161 -4.446 2.196 -1.85 1.24 -1.25 0.05
O 0.951 -4.315 -0.005 -0.98 -0.71 -0.17 0.05
C 0.362 -4.797 -1.202 0.48 0.45 -0.87 -0.05
H 2.789 -1.839 -1.402 0.24 0.08 0.03 0.03
H -0.136 2.881 -2.036 -0.20 -0.24 -0.13 0.10
H 0.700 3.253 -0.566 0.02 -0.15 0.38 0.15
H -2.996 1.477 1.550 -0.94 0.04 -1.44 -0.07
H -4.529 3.337 1.155 -0.04 0.11 0.08 0.11
H -6.144 3.310 -0.767 -0.01 0.17 0.08 0.11
H -6.130 1.402 -2.276 -0.10 0.01 -0.06 0.11
H -4.625 -0.518 -1.911 -0.12 -0.01 -0.20 0.12
H -5.370 -0.627 1.258 0.30 0.02 0.33 0.01
H -4.957 -2.392 2.613 0.35 0.45 0.07 -0.04
H -0.337 -5.269 2.143 0.62 -0.58 0.65 0.07
H 0.296 -5.883 -1.228 0.04 -0.09 0.33 0.10
H 1.005 -4.490 -2.030 -0.01 -0.02 -0.10 0.08
H -0.626 -4.384 -1.415 -0.08 0.08 0.18 0.10
C 1.302 -2.112 5.264 0.46 0.11 -0.40 -0.18
C 0.343 -3.058 4.653 -0.38 -0.83 -0.72 -0.14
O -0.765 -3.013 5.548 0.19 0.44 0.06 0.06
C -0.703 -1.830 6.208 0.05 -0.25 0.15 -0.59
O -1.533 -1.387 6.909 -0.13 0.24 0.08 0.20
O 0.527 -1.219 5.956 -0.30 -0.27 0.59 0.07
H 1.944 -1.589 4.561 0.35 -0.16 0.23 0.17
H 1.967 -2.756 5.983 0.17 1.08 -0.31 0.03
H 0.021 -2.722 3.672 -0.03 0.13 0.03 0.12
H 0.749 -4.067 4.567 -0.33 0.05 -0.05 0.10
O 1.801 -5.681 3.078 1.06 -0.85 0.92 -0.25
S 2.504 -6.423 4.144 0.58 -0.23 -1.09 0.32
O 2.247 -5.710 5.447 0.02 2.20 2.48 -0.38
O 3.942 -6.418 3.829 -0.28 0.18 0.30 -0.23
O 2.033 -7.804 4.216 -0.07 0.58 0.36 -0.22
Be 2.297 -4.086 6.762 -1.98 -1.97 0.28 0.47
C 0.040 6.710 -0.961 0.00 -0.31 -0.01 0.00
C 0.613 6.377 -2.310 0.07 0.10 0.10 -0.48
O 0.622 5.237 -2.728 -0.17 -0.19 -0.27 -0.04
C 1.179 7.515 -3.117 0.01 -0.24 -0.19 -0.01
H -0.330 5.803 -0.489 0.00 0.00 0.01 0.08
H 0.812 7.147 -0.327 -0.05 0.13 -0.02 0.10
H -0.788 7.412 -1.072 0.11 0.14 0.04 0.09
H 1.998 7.984 -2.572 -0.09 0.11 0.05 0.10
H 0.400 8.251 -3.320 0.06 0.11 0.14 0.09
H 1.559 7.135 -4.063 0.02 0.00 0.00 0.06
O 3.762 3.965 0.587 -0.06 -0.02 -0.07 -0.38
Cl 4.764 3.762 -0.435 0.04 0.05 0.26 0.62
O 5.717 2.770 -0.001 -0.05 -0.02 -0.05 -0.37
O 5.436 5.002 -0.720 -0.02 0.00 -0.05 -0.36
O 4.105 3.288 -1.641 -0.22 -0.13 -0.42 -0.44
O 4.235 -3.278 -3.112 0.16 0.01 -0.05 0.35
H 4.866 -2.533 -3.230 -0.03 0.05 0.08 0.21
H 4.678 -4.075 -2.749 -0.01 0.01 0.09 0.21
H 3.756 -3.477 -3.943 -0.06 0.03 0.01 0.21
C 1.512 3.605 -7.142 -0.87 0.17 0.68 -1.52
Br 3.132 4.533 -7.713 0.19 0.11 -0.09 0.74
Br 1.806 1.685 -7.228 0.28 0.08 -0.47 0.58
Br 0.927 4.192 -5.435 0.32 0.25 0.00 0.73
H 0.739 3.843 -7.860 0.15 -0.06 -0.21 0.00
Br 1.110 -3.413 8.558 1.71 -0.98 -1.98 0.24
Be 3.361 2.691 -9.059 -0.06 -0.24 0.20 0.32
Br -1.885 0.246 2.785 0.75 -0.76 1.19 0.19
```
Positions in Å, forces in eV/Å.

2.
Here is 2 unconnected molecules or ions with the total composition C3H10NO in a non-equilibrium geometry from OMol25. Energies are from wB97M-V/def2-TZVPD.

Its net charge is +1. For the frontier orbital gap, the calculation gives 9.996 eV. The calculation puts the energy above the lowest of the compared OMol25 structures with the same formula, charge and spin at 25.2 kcal/mol. The total energy is -250.01370 Ha. The LUMO energy comes out at -0.12800 hartree. The strongest force on any atom comes out at 2.867 eV/Å.

```
15
Properties=species:S:1:pos:R:3:forces:R:3:lowdin_charge:R:1
C 1.535 0.438 2.206 1.02 1.85 -1.26 0.01
N 0.594 0.744 1.052 -2.21 0.16 1.82 0.11
H 2.523 0.859 1.863 -0.94 -0.43 0.83 0.12
H 1.621 -0.617 2.296 -0.08 -0.81 0.20 0.09
H 1.153 0.934 3.113 0.28 -0.32 -0.48 0.11
H 0.459 1.762 0.905 0.07 -0.65 0.38 0.17
H 0.852 0.364 0.154 0.33 -0.80 -0.56 0.10
H -0.365 0.316 1.298 1.59 0.91 -0.80 0.19
C -1.648 0.469 -1.268 0.31 -0.67 0.02 0.02
C -1.100 -0.748 -1.418 0.32 0.90 -0.04 -0.21
O 0.216 -1.050 -1.025 -0.77 0.26 -0.26 -0.07
H -1.121 1.320 -0.807 -0.26 -0.50 -0.48 0.05
H -2.659 0.662 -1.648 0.49 -0.21 0.35 0.08
H -1.603 -1.585 -1.888 -0.14 0.14 0.02 0.12
H 0.536 -1.781 -1.574 -0.02 0.17 0.26 0.12
```
Positions in Å, forces in eV/Å.

3.
Here is a molecular structure, C14H29ClGeO5Re in a non-equilibrium geometry from OMol25. Energies are from wB97M-V/def2-TZVPD.

Its net charge is +3. For the frontier orbital gap (spin up / spin down), the calculation gives 7.283 / 7.059 eV. The calculation puts the energy above the lowest of the compared OMol25 structures with the same formula, charge and spin at 25.7 kcal/mol. The total energy is -3541.34200 Ha. The LUMO energy (spin up / spin down) comes out at -0.46336 / -0.47178 hartree. Its spin multiplicity is 3. The strongest force on any atom comes out at 1.364 eV/Å.

```
51
Properties=species:S:1:pos:R:3:forces:R:3:lowdin_charge:R:1
Re -0.102 0.190 0.474 0.17 -0.52 -1.25 1.90
C -3.236 -1.141 -1.670 0.31 0.00 0.11 0.00
C -2.623 -1.482 -0.324 -1.00 -0.29 -0.35 -0.52
C -3.317 -0.802 0.824 0.30 0.14 0.20 -0.02
C -2.408 -2.960 -0.114 0.24 0.09 0.02 0.00
O -1.141 -0.909 -0.458 -0.17 -0.31 0.85 -0.36
Ge 0.541 -0.133 -2.386 0.23 0.21 0.02 1.44
O 0.038 1.416 -0.910 -0.17 0.51 -0.16 -0.51
C 0.399 2.957 -0.769 0.25 0.41 0.05 -0.53
C 1.288 3.245 -1.949 -0.01 -0.12 -0.11 -0.01
C 1.126 2.992 0.561 -0.01 -0.16 0.15 -0.01
C -0.907 3.702 -0.777 -0.16 -0.15 -0.02 0.01
O 1.304 -0.617 -0.782 0.53 -0.09 -0.06 -0.58
C 2.491 -1.651 -0.638 0.12 -0.16 -0.02 -0.55
C 2.551 -2.291 -2.006 -0.07 0.06 -0.11 -0.05
C 2.099 -2.609 0.457 -0.16 -0.05 -0.04 -0.01
C 3.707 -0.820 -0.310 -0.07 0.12 0.01 0.00
H -4.272 -1.481 -1.644 -0.04 0.00 -0.06 0.13
H -3.243 -0.066 -1.858 -0.05 -0.01 0.04 0.10
H -2.736 -1.666 -2.485 -0.03 -0.01 -0.01 0.10
H -4.329 -1.202 0.887 -0.02 -0.05 -0.06 0.13
H -2.839 -1.027 1.783 -0.07 0.01 -0.05 0.08
H -3.405 0.277 0.691 -0.01 -0.02 -0.02 0.10
H -3.389 -3.436 -0.136 -0.01 -0.03 0.02 0.13
H -1.807 -3.403 -0.909 -0.05 0.01 -0.02 0.10
H -1.949 -3.171 0.853 -0.05 -0.01 -0.01 0.10
H 2.204 2.649 -1.939 -0.01 0.01 0.06 0.10
H 0.758 3.112 -2.894 -0.02 0.03 0.01 0.11
H 1.592 4.293 -1.905 0.00 0.02 0.00 0.13
H 1.980 2.300 0.576 -0.01 0.05 -0.04 0.10
H 1.537 3.983 0.761 -0.02 0.04 -0.05 0.14
H 0.432 2.797 1.390 0.05 0.06 -0.05 0.08
H -1.428 3.599 -1.728 0.04 0.01 0.00 0.11
H -1.568 3.384 0.032 0.05 0.01 0.01 0.10
H -0.695 4.763 -0.628 0.04 0.02 0.00 0.13
H 1.632 -2.835 -2.249 0.01 -0.04 0.03 0.10
H 2.782 -1.563 -2.798 0.04 0.02 0.04 0.09
H 3.367 -3.014 -2.041 0.01 -0.03 0.00 0.13
H 1.161 -3.124 0.234 0.04 0.02 -0.01 0.10
H 2.875 -3.371 0.538 0.02 -0.02 -0.02 0.13
H 2.042 -2.122 1.430 0.01 0.05 0.00 0.08
H 3.917 -0.075 -1.079 0.00 -0.04 -0.02 0.10
H 3.609 -0.323 0.657 -0.01 -0.04 0.00 0.10
H 4.569 -1.485 -0.251 0.02 0.00 0.02 0.13
Cl -2.397 0.279 4.615 -0.08 0.00 0.09 0.75
C -0.677 0.479 4.314 0.08 0.01 -0.02 -0.44
C -0.458 0.431 2.860 0.03 0.10 -0.61 -0.52
O -1.169 1.012 1.963 -0.33 0.17 0.77 -0.11
O 0.517 -0.250 2.275 0.09 0.02 0.59 -0.09
H -0.084 -0.295 4.798 -0.01 -0.01 0.04 0.12
H -0.338 1.462 4.665 -0.03 -0.01 0.05 0.14
```
Positions in Å, forces in eV/Å.

4.
Here is 13 unconnected molecules or ions with the total composition C6H39NO13 in a non-equilibrium geometry from OMol25. Energies are from wB97M-V/def2-TZVPD.

For the frontier orbital gap, the calculation gives 9.645 eV. The calculation puts the energy above the lowest of the compared OMol25 structures with the same formula, charge and spin at 10.3 kcal/mol. The total energy is -1284.95473 Ha. The LUMO energy comes out at -0.00484 hartree. The strongest force on any atom comes out at 1.562 eV/Å.

```
59
Properties=species:S:1:pos:R:3:forces:R:3:lowdin_charge:R:1
C -2.977 -0.119 0.223 0.05 -0.64 -0.55 -0.21
O -2.804 -1.367 0.856 0.21 -0.18 0.61 -0.11
C -2.209 -0.135 -1.125 -1.32 0.83 -0.05 -0.37
C -1.916 1.289 -1.619 0.12 -0.36 -0.21 -0.16
C -0.608 1.832 -1.036 -0.16 -0.51 0.14 -0.19
C 0.623 1.201 -1.690 0.33 -0.38 0.78 -0.25
C 0.979 1.866 -3.000 -0.13 -0.25 -0.57 -0.10
N -2.929 -0.878 -2.174 0.23 0.29 -0.32 0.05
H -2.654 0.702 0.873 0.02 0.04 -0.06 0.12
H -4.061 -0.025 0.004 0.47 0.23 0.14 0.13
H -1.984 -1.328 1.433 -0.50 0.10 -0.55 0.06
H -1.294 -0.668 -0.952 0.61 -0.25 0.13 0.11
H -2.775 1.930 -1.404 0.00 0.08 0.22 0.11
H -1.854 1.302 -2.721 0.02 -0.04 0.29 0.11
H -0.590 2.897 -1.194 0.22 0.61 0.02 0.10
H -0.541 1.653 0.044 -0.23 0.04 -0.06 0.10
H 1.480 1.273 -1.002 -0.24 0.14 -0.16 0.10
H 0.470 0.104 -1.788 0.06 0.62 -0.07 0.09
H 1.805 1.382 -3.501 0.33 -0.26 -0.11 0.08
H 1.272 2.896 -2.866 0.00 0.40 0.19 0.08
H 0.153 1.870 -3.722 -0.04 0.14 0.10 0.08
H -3.792 -0.420 -2.461 0.15 -0.01 0.25 0.10
H -3.161 -1.813 -1.879 -0.08 -0.21 0.14 0.08
H 0.307 -3.512 0.606 0.11 0.32 -0.30 0.08
H 0.726 -2.655 -0.588 0.01 0.01 0.03 0.02
O 0.902 -2.773 0.365 -0.03 -0.56 0.23 -0.07
H -2.168 -3.111 -0.109 -0.10 0.12 0.37 0.01
H -1.169 -3.501 -1.212 -0.33 -0.40 0.87 0.01
O -1.554 -3.815 -0.354 0.10 0.12 -0.94 -0.08
H 1.800 1.521 1.796 0.46 0.44 -0.43 0.01
H 0.478 1.976 2.558 0.69 -0.65 -0.35 0.04
O 1.016 1.187 2.248 -1.15 0.44 0.51 -0.10
H 0.584 -3.432 -2.774 0.27 -0.38 -0.33 0.08
H -0.099 -2.041 -2.840 -0.03 0.19 -0.25 0.02
O 0.130 -2.786 -2.241 -0.02 0.23 0.16 -0.06
H 0.143 -1.710 1.427 -0.45 0.66 0.33 0.03
H -0.021 -0.226 1.951 0.09 -0.36 0.11 0.03
O -0.394 -1.133 2.041 0.12 -0.17 -0.44 -0.09
H -2.072 4.093 0.420 -0.05 -0.24 -0.21 0.05
H -2.270 5.316 1.308 0.33 -0.21 -0.11 0.08
O -1.594 4.692 0.995 -0.45 0.56 0.12 -0.03
H 3.818 -1.008 0.533 0.12 0.15 0.11 0.02
H 3.314 -0.577 -0.815 -0.10 0.20 -0.32 0.04
O 3.929 -0.281 -0.142 0.09 -0.47 0.19 -0.07
H 1.041 -1.391 3.445 -0.07 0.22 0.02 0.03
H 1.804 -0.068 3.319 -0.28 -0.36 0.19 0.02
O 1.894 -0.985 3.652 0.46 0.10 0.22 -0.07
H 2.947 -1.716 2.404 -0.11 -0.01 0.29 0.01
H 2.477 -2.519 1.193 -0.12 -0.15 -0.13 0.00
O 3.279 -2.181 1.614 0.52 0.04 -0.11 -0.07
H 3.412 2.711 0.329 0.08 -0.16 0.00 0.05
H 3.666 1.184 0.653 -0.23 0.48 -0.22 0.01
O 3.304 2.040 1.008 0.09 -0.17 0.15 -0.08
H -1.509 -0.673 -3.449 -0.45 -0.43 0.07 0.02
H -0.199 0.075 -3.622 0.12 -0.32 -0.28 0.00
O -0.613 -0.775 -3.828 0.14 0.30 -0.11 -0.06
H 0.299 3.977 3.394 0.17 0.29 0.09 0.06
H -0.809 3.887 2.286 0.36 -0.12 0.30 0.01
O -0.331 3.387 2.986 -0.45 -0.13 -0.11 -0.05
```
Positions in Å, forces in eV/Å.